Record 1
Density functional theory data (ωB97M-V/def2-TZVPD) for C26H22Br2N5O10 as an isolated structure in a non-equilibrium geometry.

```
65
Properties=species:S:1:pos:R:3:lowdin_charge:R:1
O 1.157 0.975 -3.308 0.0046
C 0.344 0.516 -4.135 -0.6299
O 0.481 -0.381 -5.015 0.0499
C -1.057 1.155 -3.972 -0.7300
Br -1.502 2.335 -5.444 0.6402
N -2.141 0.165 -3.813 -0.4643
Br -2.765 -0.501 -5.449 0.6278
H -1.022 1.806 -3.115 0.0722
H -1.718 -0.643 -3.371 0.0072
C 2.906 1.108 -0.710 -0.0469
C 3.628 0.443 0.274 -0.0537
C 3.597 0.885 1.585 -0.0062
C 2.831 1.994 1.889 -0.1615
C 2.106 2.676 0.927 -0.0067
C 2.149 2.224 -0.381 -0.0507
N 2.785 2.457 3.279 -0.3477
O 3.447 1.863 4.106 0.0704
O 2.084 3.420 3.544 0.0375
H 2.909 0.764 -1.737 0.0978
H 4.218 -0.424 0.020 0.1069
H 4.154 0.375 2.355 0.1159
H 1.520 3.542 1.194 0.1134
H 1.590 2.730 -1.156 0.1065
C -0.588 4.043 6.070 -0.0613
C -1.538 4.532 6.956 -0.0697
C -2.842 4.732 6.537 -0.0129
C -3.169 4.432 5.230 -0.1524
C -2.240 3.948 4.328 0.0045
C -0.937 3.755 4.758 -0.0538
N -4.561 4.628 4.787 -0.3571
O -5.351 5.074 5.595 0.0664
O -4.837 4.333 3.645 0.0797
H 0.430 3.883 6.397 0.1095
H -1.264 4.758 7.977 0.1042
H -3.591 5.112 7.214 0.1151
H -2.527 3.727 3.312 0.1203
H -0.190 3.378 4.077 0.0854
C -1.997 -3.989 1.444 -0.0733
C -1.857 -2.787 0.766 -0.0599
C -2.282 -2.674 -0.547 0.0083
C -2.846 -3.784 -1.149 -0.1400
C -3.036 -4.975 -0.477 -0.0103
C -2.600 -5.076 0.832 -0.0729
N -3.250 -3.719 -2.565 -0.3408
O -2.917 -2.750 -3.206 0.0341
O -3.826 -4.687 -3.023 0.0722
H -1.642 -4.074 2.462 0.1048
H -1.394 -1.948 1.265 0.1113
H -2.168 -1.748 -1.087 0.1162
H -3.485 -5.817 -0.979 0.1155
H -2.717 -6.008 1.367 0.1036
C 2.890 -2.313 -5.404 -0.0570
C 3.788 -3.117 -4.709 -0.1007
C 3.643 -3.303 -3.346 -0.0440
C 2.587 -2.681 -2.708 -0.1564
C 1.686 -1.873 -3.378 0.0164
C 1.845 -1.685 -4.740 -0.0712
N 2.412 -2.865 -1.255 -0.3618
O 3.246 -3.502 -0.639 0.0442
O 1.439 -2.335 -0.768 0.0499
H 3.011 -2.169 -6.469 0.0903
H 4.604 -3.598 -5.231 0.0868
H 4.334 -3.919 -2.791 0.1026
H 0.882 -1.377 -2.856 0.1042
H 1.152 -1.042 -5.265 -0.2028
```

Summary:
Net charge   -1
LUMO energy   1.05 eV
Spin multiplicity   1
Frontier orbital gap   4.9 eV

Record 2
Density functional theory data (ωB97M-V/def2-TZVPD) for C26H22Cl4GeN2O2Ti as an isolated structure in a non-equilibrium geometry.

```
58
Properties=species:S:1:pos:R:3:lowdin_charge:R:1
Ti 0.685 -0.146 -0.561 0.7227
C 0.603 -2.420 -2.575 -0.1739
N 1.240 -1.232 -2.036 -0.1716
C 2.053 -0.502 -2.799 -0.0980
C 2.583 0.676 -2.248 -0.3836
C 3.469 1.628 -2.778 -0.0394
C 3.660 2.580 -1.783 -0.0826
C 2.901 2.185 -0.693 -0.1322
N 2.239 1.028 -0.945 -0.1227
C -0.518 -2.745 -1.621 -0.2464
C -0.301 -3.608 -0.551 -0.0895
C -1.269 -3.759 0.428 -0.0789
C -2.460 -3.054 0.345 -0.0784
C -2.701 -2.227 -0.742 -0.0937
C -1.736 -2.077 -1.726 -0.0651
H 1.335 -3.242 -2.627 0.0800
H 0.211 -2.227 -3.587 0.1295
H 2.293 -0.807 -3.815 0.1424
H 3.885 1.613 -3.767 0.0963
H 4.279 3.459 -1.834 0.0896
H 2.826 2.702 0.249 0.0900
H 0.643 -4.129 -0.470 0.0803
H -1.072 -4.406 1.273 0.1095
H -3.188 -3.132 1.141 0.1020
H -3.628 -1.673 -0.811 0.1019
H -1.914 -1.422 -2.575 0.1233
Cl 3.439 -3.579 -0.987 -0.0668
Ge 3.504 -1.492 -0.058 0.1750
Cl 1.440 -1.628 1.095 0.2942
Cl 4.672 -2.121 1.801 -0.1124
Cl 2.731 -1.530 5.684 0.5932
C 2.032 -0.507 4.495 -0.7484
C 2.848 0.331 3.735 -0.1738
C 2.286 1.148 2.789 -0.1052
C 0.878 1.165 2.551 -0.4109
C 0.289 2.023 1.639 -0.0732
C 0.085 0.274 3.339 -0.1188
C 0.652 -0.531 4.292 -0.1644
H 3.915 0.324 3.888 0.0874
H 2.924 1.805 2.217 0.0850
H 0.870 2.736 1.079 0.0136
H -0.786 2.091 1.560 0.0292
H -0.979 0.229 3.150 0.0946
H 0.042 -1.197 4.883 0.0896
O -1.027 -0.086 0.263 -0.1369
C -1.397 0.760 -0.662 -0.5119
O -0.480 0.939 -1.566 -0.0727
C -2.632 1.462 -0.684 -0.1203
C -3.647 1.274 0.283 0.0044
C -4.797 2.027 0.229 -0.0776
C -4.980 2.988 -0.763 -0.0698
C -3.991 3.175 -1.728 -0.0770
C -2.845 2.421 -1.702 0.0074
H -3.498 0.532 1.054 0.1251
H -5.581 1.874 0.960 0.1044
H -5.886 3.577 -0.789 0.1005
H -4.130 3.914 -2.505 0.1030
H -2.064 2.537 -2.438 0.1213
```

Summary:
Net charge   -1
LUMO energy (spin up / spin down)   1.49 / 1.51 eV
⟨S²⟩   0.775
Spin multiplicity   2
Frontier orbital gap (spin up / spin down)   3.9 / 3.9 eV
Relative energy (zero: lowest compared OMol25 entry of this formula, charge and spin)   322.2 kJ/mol